# 1
{"formula": "C3O3", "method": "ωB97M-V with the def2-TZVPD basis set", "homo_lumo_gap_ev": [11.66, 9.09], "e_above_lowest_kcal_mol": 0.00, "largest_force_ev_per_a": 2.1, "charge": 0, "multiplicity": 3, "s_squared": 2.01, "species": ["C", "C", "C", "O", "O", "O"], "xyz": [[1.03344, 0.09769, -0.69315], [2.21306, 0.02930, -0.10883], [-2.23005, -0.08793, 0.15183], [-2.03467, -1.21532, 0.12931], [3.17539, -0.01737, 0.54427], [-2.41462, 1.04047, 0.17870]], "atomic_forces_ev_per_a": [[-1.48, 0.09, -0.94], [1.61, -0.07, 1.40], [0.21, -0.05, -0.06], [0.18, -1.67, -0.01], [-0.17, -0.01, -0.44], [-0.36, 1.71, 0.05]]}

# 2
{"formula": "F24Na4P4", "method": "ωB97M-V with the def2-TZVPD basis set", "homo_lumo_gap_ev": 5.67, "largest_force_ev_per_a": 3.3, "charge": 0, "species": ["Na", "Na", "Na", "Na", "P", "F", "F", "F", "F", "F", "F", "P", "F", "F", "F", "F", "F", "F", "P", "F", "F", "F", "F", "F", "F", "P", "F", "F", "F", "F", "F", "F"], "xyz": [[0.82754, -2.28651, -1.03239], [-7.04488, 5.00952, -0.44084], [2.66828, 2.82444, -3.41846], [-0.63911, 5.13351, 5.53260], [4.89567, -0.54927, 4.52242], [4.07845, 0.48544, 3.56797], [4.01960, -1.71965, 3.70665], [6.08843, -0.69394, 3.50359], [5.66094, -1.67800, 5.40591], [5.71865, 0.68843, 5.20887], [3.65417, -0.46478, 5.49377], [-0.49034, 0.93877, -7.28280], [-2.02445, 1.00392, -6.82372], [-1.02600, 1.56947, -8.67752], [-0.15503, 2.36766, -6.49072], [1.05655, 0.86420, -7.93411], [0.03803, 0.29103, -5.88967], [-0.77156, -0.60762, -7.80415], [-1.63702, 3.05261, 0.39768], [-2.10777, 4.08436, -0.73418], [-3.15508, 2.67014, 0.54029], [-1.33778, 1.79894, -0.69851], [-1.30115, 2.03545, 1.58169], [-0.05091, 3.48855, 0.46553], [-1.90097, 4.28268, 1.36606], [-2.15667, -4.90824, 2.25337], [-1.80107, -6.23589, 3.16036], [-3.12600, -5.92656, 1.32319], [-3.33969, -4.49447, 3.32207], [-2.49755, -3.64037, 1.30049], [-1.17573, -4.03498, 3.27095], [-0.96744, -5.34869, 1.30348]], "atomic_forces_ev_per_a": [[-0.36, -0.25, 0.46], [0.25, -0.21, -0.05], [-0.36, -0.06, -0.22], [0.12, -0.32, -0.23], [-0.73, -1.19, -1.03], [0.62, 1.09, -0.55], [0.96, -0.27, 0.20], [0.63, 0.21, -1.62], [-0.76, 0.51, 0.55], [-0.81, -0.44, 0.41], [0.00, 0.29, 1.86], [0.29, -1.32, -1.04], [0.02, 0.13, 1.20], [1.05, 0.37, 0.44], [-0.22, 0.09, -1.45], [-1.35, 0.42, 0.94], [0.10, -0.56, 0.40], [0.43, 1.02, -0.05], [1.17, -1.22, -0.11], [1.20, -0.14, -1.94], [-1.82, -1.16, -0.12], [-0.14, 1.87, 0.71], [0.01, -0.18, 0.60], [-0.36, -0.08, -1.54], [-0.08, 1.19, 2.46], [-0.83, -1.98, 2.46], [-0.42, 0.51, 0.01], [-0.03, 1.60, 0.91], [-0.16, -0.51, -1.47], [0.17, -0.14, 0.31], [0.04, -0.04, -1.64], [1.37, 0.79, -0.88]]}

# 3
{"formula": "C8H8NO2", "method": "ωB97M-V with the def2-TZVPD basis set", "homo_lumo_gap_ev": 7.33, "e_above_lowest_kcal_mol": 77.65, "largest_force_ev_per_a": 6.9, "charge": -1, "species": ["C", "C", "C", "C", "C", "C", "C", "C", "N", "O", "O", "H", "H", "H", "H", "H", "H", "H", "H"], "xyz": [[0.02303, 0.01866, -0.91554], [-1.37570, -0.78597, 0.37616], [1.08615, -0.09820, -0.01560], [-0.60254, 0.20559, -2.12565], [-0.20762, 0.88053, 2.02764], [-0.79158, -0.48179, 1.63639], [0.64619, -0.28646, 1.44392], [0.39210, 0.41623, -3.29272], [-2.23547, -1.55783, -0.13137], [-1.84196, 0.29876, -2.33236], [2.27664, 0.03890, -0.31533], [-0.25915, 1.78746, 1.45155], [-0.03628, 1.11777, 3.06433], [-1.13620, -1.00167, 2.57765], [1.47664, -0.78161, 1.92779], [0.12361, -0.26844, -4.12821], [1.49705, 0.22245, -3.01046], [0.28525, 1.46168, -3.64896], [-2.74627, -2.13220, 0.62253]], "atomic_forces_ev_per_a": [[-4.31, -2.33, 4.82], [1.21, 1.54, -4.86], [-0.32, 0.82, -1.43], [-0.48, 0.80, -1.60], [1.33, -0.97, -0.98], [-0.63, -0.33, 3.29], [1.50, 1.17, -0.53], [0.99, -0.24, -0.32], [-0.42, -0.77, 2.08], [1.90, -0.15, -0.06], [0.87, -0.16, 0.66], [-0.35, -0.17, -0.65], [-0.32, -0.49, 0.39], [0.30, 0.07, -1.10], [-0.33, 0.02, 0.85], [0.10, 0.46, 0.46], [-1.81, 0.35, -0.23], [0.10, -0.54, 0.09], [0.69, 0.95, -0.87]]}

# 4
{"formula": "C4H8O3", "method": "ωB97M-V with the def2-TZVPD basis set", "homo_lumo_gap_ev": 10.27, "e_above_lowest_kcal_mol": 63.79, "largest_force_ev_per_a": 5.1, "charge": 0, "smiles": "O=CCCC=O.O", "species": ["O", "C", "C", "C", "C", "O", "H", "H", "H", "H", "H", "H", "O", "H", "H"], "xyz": [[0.36233, 0.44632, -3.23215], [-0.26204, 0.45165, -2.21222], [0.09601, -0.35405, -0.94924], [0.59952, 0.76383, 0.05612], [-0.32042, 1.46267, 1.10419], [-1.47957, 1.29466, 0.99125], [-1.02099, 1.27687, -2.10736], [-0.75054, -1.05270, -0.46905], [0.90999, -1.11028, -1.11983], [0.97143, 1.68111, -0.40372], [1.40255, 0.25682, 0.64289], [0.19333, 2.23893, 1.75178], [-0.14403, -2.45602, 1.69031], [-0.98825, -2.69180, 1.85896], [0.43067, -2.20799, 2.39807]], "atomic_forces_ev_per_a": [[0.35, -0.58, -0.47], [-0.16, 0.38, 0.78], [-1.24, -0.66, 1.07], [0.61, -0.93, 1.81], [1.91, -0.85, -2.25], [-2.45, 0.31, 1.07], [-0.03, -0.71, 0.40], [1.46, 2.11, -1.10], [-0.55, 1.12, -0.18], [0.67, -0.35, -0.59], [-0.11, 0.81, -0.46], [-0.46, -0.66, -0.10], [4.25, 1.03, -2.71], [-3.85, -0.97, 1.75], [-0.39, -0.05, 0.98]]}

# 5
{"formula": "C2H2N3OS", "method": "ωB97M-V with the def2-TZVPD basis set", "homo_lumo_gap_ev": 7.73, "e_above_lowest_kcal_mol": 51.57, "largest_force_ev_per_a": 4.7, "charge": 1, "species": ["C", "C", "N", "N", "N", "O", "S", "H", "H"], "xyz": [[0.24995, -0.29753, -0.85757], [0.38683, -1.82796, 0.88906], [1.05489, -0.80050, -1.67356], [1.77959, -1.44241, -2.23357], [-0.05226, -0.76355, 0.34613], [2.21366, -3.29820, 1.82947], [0.83644, -3.26085, 1.55045], [-0.27402, 0.56921, -1.21786], [-0.64667, 0.01236, 0.74017]], "atomic_forces_ev_per_a": [[-2.42, 3.70, -1.61], [-0.39, -0.79, 1.03], [2.57, -3.04, -1.48], [0.21, 0.31, -0.36], [-0.20, -0.16, 1.92], [2.50, -0.14, 0.98], [-2.69, 1.38, -1.65], [-0.10, 0.19, 0.15], [0.52, -1.45, 1.02]]}

# 6
{"formula": "CHClINO", "method": "ωB97M-V with the def2-TZVPD basis set", "homo_lumo_gap_ev": 10.04, "e_above_lowest_kcal_mol": 0.69, "largest_force_ev_per_a": 1.3, "charge": 0, "smiles": "O=C=NCl.I", "species": ["O", "C", "N", "Cl", "I", "H"], "xyz": [[1.01624, 1.59176, 0.78179], [0.01453, 1.29310, 0.30138], [-1.14450, 1.06091, 0.05500], [-2.00802, 0.15268, -1.07452], [1.85504, -2.20530, -0.15571], [0.26670, -1.89316, 0.09207]], "atomic_forces_ev_per_a": [[1.25, 0.41, 0.10], [-0.84, -0.59, -0.01], [-1.11, -0.17, -0.45], [0.74, 0.35, 0.37], [-0.62, 0.14, 0.09], [0.58, -0.14, -0.09]]}

# 7
{"formula": "C4H4LiNaO3", "method": "ωB97M-V with the def2-TZVPD basis set", "homo_lumo_gap_ev": [6.97, 8.89], "largest_force_ev_per_a": 4.5, "charge": 1, "multiplicity": 2, "s_squared": 0.76, "species": ["O", "C", "C", "O", "Na", "H", "H", "Li", "H", "O", "C", "C", "H"], "xyz": [[0.41542, 1.07255, 1.20042], [0.82422, -0.14107, 0.99909], [0.01688, -1.21270, 1.52296], [0.45988, -2.28154, 2.00724], [-1.28777, 2.43495, 0.28202], [-0.10984, -0.02604, -1.08442], [-1.07532, -1.08994, 1.38538], [1.76455, -3.00918, 3.00167], [1.90954, -0.32423, 1.14535], [0.22076, 2.04601, -3.67547], [-0.86693, 0.72589, -1.89032], [-0.37759, 1.43885, -2.89983], [-1.89380, 0.36644, -1.99409]], "atomic_forces_ev_per_a": [[-0.32, -0.58, -1.49], [0.09, 0.76, 3.30], [-0.48, 0.30, -1.46], [0.60, -0.31, 0.34], [0.60, -0.50, 0.05], [-2.15, 2.70, -2.90], [0.22, -0.03, 0.41], [-0.42, 0.14, -0.34], [-0.11, 0.06, -0.83], [-0.75, -0.01, 0.06], [0.96, -2.15, 2.18], [1.45, -0.54, 0.67], [0.31, 0.14, 0.01]]}

# 8
{"formula": "C4H4O2", "method": "ωB97M-V with the def2-TZVPD basis set", "homo_lumo_gap_ev": 8.74, "e_above_lowest_kcal_mol": 60.00, "largest_force_ev_per_a": 4.2, "charge": 0, "smiles": "C=CC(=O)C=O", "species": ["C", "C", "C", "O", "C", "O", "H", "H", "H", "H"], "xyz": [[1.72804, -0.53571, 0.10573], [0.42472, -0.56587, -0.23299], [-0.30694, 0.73416, 0.05744], [0.29019, 1.81745, 0.01279], [-1.82410, 0.47035, -0.10535], [-2.10694, -0.69605, 0.19791], [2.36828, -1.37892, -0.12147], [2.46902, 0.41139, 0.54166], [-0.35577, -1.41251, -0.29567], [-2.68651, 1.15571, -0.16007]], "atomic_forces_ev_per_a": [[2.08, 1.36, 0.03], [-0.60, 0.64, 2.68], [1.86, 1.41, -3.24], [-2.10, -1.69, 0.94], [-0.74, -2.28, 2.96], [-0.39, 1.92, -1.02], [-0.13, -0.32, 0.28], [-3.03, -2.50, -1.47], [2.36, 0.93, -0.55], [0.70, 0.53, -0.59]]}